{"formula": "C4H9NO2", "method": "the ωB97M-V functional and the def2-TZVPD basis", "smiles": "CNC(=O)CCO", "gap_ev": 10.599, "e_homo_ev": -9.818, "max_force_ev_per_a": 1.12, "species": ["C", "C", "O", "C", "N", "C", "O", "H", "H", "H", "H", "H", "H", "H", "H", "H"], "coordinates": [[1.019502, 0.174765, 0.241854], [1.364603, 0.095479, 1.719650], [2.694279, -0.334633, 1.977878], [-0.485792, 0.055061, 0.013501], [-0.860922, -0.301169, -1.259367], [-2.254580, -0.114454, -1.685592], [-1.278907, 0.505857, 0.815278], [1.222702, 1.131739, -0.235953], [1.542897, -0.599736, -0.323193], [0.714495, -0.655436, 2.165699], [1.157533, 1.034179, 2.240707], [3.311505, 0.236381, 1.504871], [-0.425061, -1.122618, -1.647309], [-2.979327, -0.113717, -0.881385], [-2.300863, 0.855579, -2.184157], [-2.442063, -0.847283, -2.462479]], "forces_ev_per_angstrom": [[-0.68, -0.63, -0.21], [-0.06, -0.01, 0.19], [0.14, 0.04, -0.25], [0.11, 0.92, -0.15], [-0.56, -0.58, 0.24], [0.82, 0.50, -0.58], [-0.03, -0.11, 0.10], [0.42, 0.16, 0.11], [0.12, 0.00, 0.06], [0.07, -0.03, 0.12], [-0.04, 0.02, -0.15], [-0.12, -0.02, 0.12], [0.35, 0.22, -0.01], [0.05, -0.34, 0.17], [-0.22, 0.08, 0.10], [-0.38, -0.23, 0.14]], "nbo_charge": [-0.52, -0.06, -0.71, 0.68, -0.63, -0.42, -0.61, 0.23, 0.22, 0.19, 0.18, 0.46, 0.39, 0.22, 0.20, 0.20]}